Entry from the Open Molecules 2025 dataset: a gas-phase ion, C7H12N5S (charge +1) (wB97M-V/def2-TZVPD).

The calculation puts the LUMO energy (spin up / spin down) at -3.20 / -6.09 eV. As for the multiplicity: 3. Its total charge is +1. The calculated total energy is -25724.134 eV. As for the highest occupied orbital energy (spin up / spin down): -7.4 / -12.2 eV. As for the orbital gap (spin up / spin down): 4.2 / 6.1 eV. The max |F| comes out at 6.13 eV/A.

Each line ends with the Löwdin charge.
Positions of all 25 atoms, in Å:
C 3.039 -1.089 -1.973  -0.0851
C 0.948 -1.558 -1.474  -0.3471
C -0.467 -1.265 -1.014  -0.0710
C -1.826 0.889 2.136  -0.1348
C -1.314 2.183 1.583  -0.4508
C -0.301 -0.497 0.326  -0.2793
C 0.311 0.811 -0.096  -0.5869
N 2.717 -2.243 -2.419  0.1116
N 1.418 -2.587 -2.174  0.1444
N 1.905 -0.602 -1.323  -0.0689
N 1.711 0.527 -0.540  0.0098
N -1.573 -0.240 1.062  0.0788
S 0.412 2.076 1.141  1.0083
H 4.072 -0.617 -2.085  0.1656
H -0.932 -0.702 -1.701  0.0717
H -0.956 -2.201 -0.875  0.1231
H -1.382 0.455 3.036  0.1364
H -2.877 0.865 2.335  0.1240
H -2.028 2.481 0.741  0.1333
H -1.327 2.906 2.290  0.0448
H 0.496 -1.097 0.907  0.1974
H -0.269 1.185 -0.860  0.0875
H 2.416 1.334 -0.705  0.1879
H -2.016 -1.141 1.410  0.2123
H -2.176 0.127 0.272  0.1870